Record 1
# C20H37MoN4O4SSi

A structure of composition C20H37MoN4O4SSi at a distorted geometry (ωB97M-V/def2-TZVPD, OMol25).

Structure (XYZ):
```
68
C20H37MoN4O4SSi (ωB97M-V/def2-TZVPD)
Mo 1.634 0.315 -0.235
C 3.613 4.170 -0.391
C 3.212 2.752 -0.539
N 2.183 2.243 0.093
N 1.670 2.896 1.200
C 1.625 2.152 2.320
N 1.283 2.661 3.474
S 2.032 0.471 2.171
C 3.957 1.735 -1.267
C 5.154 1.967 -1.919
C 5.932 0.894 -2.344
C 5.473 -0.397 -2.116
C 4.240 -0.571 -1.525
N 3.469 0.455 -1.090
H 3.913 4.391 0.638
H 2.781 4.829 -0.653
H 4.448 4.424 -1.037
H 1.568 3.903 1.189
H 1.096 3.646 3.618
H 1.267 2.069 4.296
H 5.502 2.979 -2.074
H 6.883 1.058 -2.834
H 6.063 -1.256 -2.405
H 3.852 -1.569 -1.366
C -0.898 -3.084 -2.304
C -0.029 -2.703 -1.111
C 1.045 -1.683 -1.568
C 0.684 -3.913 -0.515
O -0.829 -2.138 -0.082
Si -1.536 -0.690 0.110
O -0.077 0.254 0.059
O -2.166 -0.482 1.550
C -2.363 -1.282 2.757
C -0.992 -1.568 3.373
C -3.215 -0.440 3.685
C -3.057 -2.588 2.390
O -2.416 -0.262 -1.140
C -3.364 0.813 -1.413
C -4.715 0.421 -0.822
C -2.848 2.103 -0.795
C -3.459 0.915 -2.932
H -0.300 -3.503 -3.114
H -1.455 -2.220 -2.668
H -1.614 -3.839 -1.982
H 1.710 -2.153 -2.288
H 1.639 -1.461 -0.602
H 0.574 -0.803 -2.047
H 1.251 -4.440 -1.284
H -0.049 -4.603 -0.103
H 1.358 -3.612 0.291
H -0.514 -0.629 3.664
H -0.362 -2.090 2.649
H -1.100 -2.196 4.256
H -2.773 0.546 3.832
H -3.319 -0.931 4.652
H -4.213 -0.299 3.269
H -2.394 -3.233 1.812
H -3.947 -2.377 1.794
H -3.362 -3.116 3.291
H -4.619 0.283 0.257
H -5.075 -0.507 -1.264
H -5.441 1.207 -1.022
H -2.850 2.023 0.297
H -3.482 2.940 -1.079
H -1.827 2.303 -1.136
H -3.757 -0.042 -3.357
H -2.492 1.203 -3.351
H -4.201 1.661 -3.211
```

Computed properties:
energy above the lowest of the compared OMol25 structures with the same formula, charge and spin = 1.062 eV
spin multiplicity = 1
E_HOMO (alpha / beta) = -17.79 / -17.79 eV
net charge = +3
Kohn-Sham gap (alpha / beta) = 5.85 / 5.83 eV

Record 2
# C5H5N3O2

A structure of composition C5H5N3O2 at a distorted geometry (ωB97M-V/def2-TZVPD, OMol25).

Structure (XYZ):
```
15
C5H5N3O2 (ωB97M-V/def2-TZVPD)
O -0.930 0.298 -3.079
C -1.142 -0.590 -2.301
N -1.122 -0.395 -0.908
C -0.430 -1.168 -0.016
C -0.219 -0.363 1.087
C -1.242 0.640 0.912
N -1.419 0.821 -0.382
C 1.077 -0.065 1.689
N 2.161 -0.645 1.770
H -1.076 -1.669 -2.538
H 0.072 -2.079 -0.332
H -1.525 1.416 1.620
O 1.833 1.490 0.909
H 1.109 1.817 0.355
H 2.854 0.492 1.216
```

Computed properties:
energy above the lowest of the compared OMol25 structures with the same formula, charge and spin = 6.322 eV
spin multiplicity = 1
E_HOMO = -9.83 eV
Kohn-Sham gap = 9.33 eV

Record 3
# C11H13BBrNNb

A structure of composition C11H13BBrNNb at a distorted geometry (ωB97M-V/def2-TZVPD, OMol25).

Structure (XYZ):
```
28
C11H13BBrNNb (ωB97M-V/def2-TZVPD)
C 0.250 1.103 -1.993
C -0.215 2.464 -1.577
C 0.673 2.913 -0.473
H -1.105 2.956 -2.023
C 1.672 1.847 -0.285
C 1.398 0.780 -1.199
H 2.060 -0.012 -1.499
H -0.087 0.510 -2.799
H 0.601 3.871 0.067
H 2.554 1.865 0.332
Nb -0.499 1.183 0.096
Br -2.955 1.537 0.337
C -0.671 -2.799 1.032
C 0.488 -2.863 0.203
C 0.111 -2.465 -1.105
H 1.517 -2.971 0.556
C -1.283 -2.152 -1.104
C -1.778 -2.357 0.234
H -2.757 -2.055 0.578
H -0.677 -2.905 2.127
H 0.788 -2.261 -1.939
H -1.817 -1.600 -1.899
B 0.233 1.234 4.633
C 0.457 0.878 3.128
N 0.504 0.769 1.948
H 1.297 1.711 5.051
H -0.117 0.197 5.180
H -0.640 2.080 4.521
```

Computed properties:
spin multiplicity = 1
E_HOMO (alpha / beta) = -12.13 / -12.07 eV
net charge = +1
Kohn-Sham gap (alpha / beta) = 4.42 / 4.34 eV

Record 4
# C50H52AsGeO3P2Ti

A structure of composition C50H52AsGeO3P2Ti at a distorted geometry (ωB97M-V/def2-TZVPD, OMol25).

Structure (XYZ):
```
110
C50H52AsGeO3P2Ti (ωB97M-V/def2-TZVPD)
Ti 0.995 -0.068 -0.284
O -2.242 -0.376 0.034
C -3.025 0.757 -0.063
C -4.211 0.937 0.613
C -4.929 2.114 0.420
C -4.412 3.105 -0.418
C -3.189 2.953 -1.030
C -2.478 1.749 -0.903
P -0.707 1.451 -1.300
C -0.836 1.102 -3.086
C -1.877 0.324 -3.574
C -1.923 -0.010 -4.918
C -0.963 0.472 -5.788
C 0.081 1.248 -5.304
C 0.162 1.533 -3.955
C -0.147 3.164 -1.229
C 0.309 3.601 0.018
C 0.702 4.902 0.220
C 0.633 5.820 -0.829
C 0.133 5.411 -2.058
C -0.257 4.104 -2.264
C -2.799 -1.598 -0.212
C -4.088 -1.842 -0.648
C -4.532 -3.156 -0.766
C -3.698 -4.218 -0.441
C -2.387 -3.977 -0.083
C -1.914 -2.663 0.016
P -0.156 -2.244 0.177
C 0.558 -3.328 -1.118
C 1.927 -3.606 -1.159
C 2.478 -4.269 -2.238
C 1.699 -4.590 -3.339
C 0.356 -4.248 -3.346
C -0.210 -3.630 -2.247
C 0.115 -3.090 1.798
C -0.903 -2.906 2.750
C -0.749 -3.321 4.056
C 0.452 -3.896 4.468
C 1.488 -4.030 3.554
C 1.331 -3.625 2.244
H -4.588 0.170 1.273
H -5.873 2.264 0.922
H -4.982 4.010 -0.577
H -2.779 3.747 -1.641
H -2.637 -0.036 -2.894
H -2.718 -0.642 -5.287
H -1.012 0.228 -6.840
H 0.833 1.626 -5.983
H 1.007 2.074 -3.552
H 0.327 2.879 0.830
H 1.043 5.223 1.194
H 0.945 6.843 -0.676
H 0.025 6.133 -2.858
H -0.657 3.804 -3.223
H -4.744 -1.020 -0.897
H -5.537 -3.346 -1.111
H -4.074 -5.231 -0.492
H -1.719 -4.799 0.140
H 2.565 -3.266 -0.356
H 3.525 -4.541 -2.228
H 2.150 -5.065 -4.198
H -0.252 -4.470 -4.213
H -1.255 -3.353 -2.282
H -1.841 -2.453 2.443
H -1.555 -3.192 4.767
H 0.582 -4.207 5.494
H 2.429 -4.461 3.872
H 2.147 -3.751 1.552
C 3.881 1.704 -2.801
Ge 3.158 -0.183 -2.842
C 3.249 -0.582 -4.824
C 4.631 -1.364 -2.099
C 1.423 -0.540 -2.089
H 4.883 1.732 -3.222
H 3.907 2.115 -1.799
H 3.250 2.349 -3.407
H 4.274 -0.569 -5.182
H 2.690 0.158 -5.386
H 2.826 -1.556 -5.050
H 5.612 -1.011 -2.410
H 4.503 -2.374 -2.478
H 4.600 -1.408 -1.013
H 0.807 -1.138 -2.770
O 2.428 1.361 -0.140
C 3.183 0.492 0.327
O 2.802 -0.636 0.685
H 4.264 0.753 0.459
C 1.373 -0.532 3.805
As 0.790 0.626 2.328
C 2.001 2.078 2.906
C -0.982 1.221 3.098
C -0.942 1.720 4.488
C -0.762 3.078 4.755
C -0.733 3.549 6.055
C -0.873 2.672 7.118
C -1.036 1.319 6.868
C -1.068 0.848 5.570
H 1.487 0.046 4.726
H 2.333 -0.980 3.541
H 0.666 -1.335 3.982
H 1.685 2.493 3.867
H 2.075 2.874 2.167
H 2.996 1.639 3.018
H -1.616 0.329 3.023
H -1.369 1.980 2.407
H -0.676 3.771 3.929
H -0.625 4.609 6.238
H -0.863 3.044 8.131
H -1.160 0.629 7.691
H -1.210 -0.207 5.385
```

Computed properties:
energy above the lowest of the compared OMol25 structures with the same formula, charge and spin = 0.174 eV
spin multiplicity = 3
E_HOMO (alpha / beta) = -1.30 / -2.63 eV
expectation value of S² = 2.033
net charge = -1
Kohn-Sham gap (alpha / beta) = 3.70 / 5.02 eV

Record 5
# C6H10N2O

An isolated molecule of C6H10N2O at a distorted geometry (ωB97M-V/def2-TZVPD, OMol25).

Structure (XYZ):
```
19
C6H10N2O (ωB97M-V/def2-TZVPD)
N 2.077 -1.584 -0.640
C 1.084 -0.933 0.459
C -0.305 -0.542 -0.028
N -1.586 -1.223 0.403
C -2.559 -0.326 0.148
C -2.009 0.894 -0.451
C -0.517 0.674 -0.555
C 0.670 1.706 -0.503
O 1.118 2.113 0.813
H 2.689 -2.385 0.061
H 1.656 -2.507 -0.842
H 1.326 0.255 0.788
H 1.243 -1.736 1.156
H -1.828 -2.008 1.120
H -3.586 -0.700 0.157
H -2.552 1.397 -1.345
H 0.563 2.701 -1.266
H 1.919 1.353 -0.769
H 0.596 2.851 1.294
```

Computed properties:
energy above the lowest of the compared OMol25 structures with the same formula, charge and spin = 6.628 eV
SMILES = NCc1[nH]ccc1CO
spin multiplicity = 1
E_HOMO = -8.20 eV
Kohn-Sham gap = 8.86 eV

Record 6
# C5H10O2

A structure of composition C5H10O2 (ωB97M-V/def2-TZVPD, OMol25).

Structure (XYZ):
```
17
C5H10O2 (ωB97M-V/def2-TZVPD)
C -2.257 -0.570 0.390
C -1.604 0.681 -0.131
O -1.113 1.516 0.594
C 0.798 -1.222 -0.366
C 1.745 -0.363 -0.743
C 1.963 -0.111 0.726
O 0.892 -1.074 1.003
H -3.286 -0.328 0.681
H -2.298 -1.355 -0.371
H -1.711 -0.915 1.272
H -1.619 0.830 -1.232
H 0.543 2.310 -0.564
H 0.085 -1.915 -0.800
H 2.172 -0.004 -1.666
H 1.137 2.233 -1.008
H 1.701 0.873 1.122
H 2.906 -0.475 1.141
```

Computed properties:
energy above the lowest of the compared OMol25 structures with the same formula, charge and spin = 4.526 eV
spin multiplicity = 1
E_HOMO = -9.02 eV
Kohn-Sham gap = 10.11 eV

Record 7
# C49H109InN9O8S3

A structure of composition C49H109InN9O8S3 (ωB97M-V/def2-TZVPD, OMol25).

Structure (XYZ):
```
179
C49H109InN9O8S3 (ωB97M-V/def2-TZVPD)
C 7.032 -2.192 6.640
C 5.783 -3.029 6.356
C 4.846 -2.420 5.310
C 5.525 -2.080 3.981
C 4.525 -1.827 2.853
C 5.202 -1.491 1.525
C 6.220 -0.350 1.607
C 5.718 0.888 2.347
C 4.811 1.786 1.495
C 3.862 2.623 2.351
C 2.749 1.815 3.049
C 1.389 1.860 2.326
C 1.413 1.537 0.828
C 1.646 0.061 0.470
C 0.817 -0.966 1.256
C 0.790 -2.334 0.557
In -0.266 -3.998 1.547
C 0.624 -5.857 0.693
S 0.159 -4.077 4.032
C -2.453 -4.110 1.215
C -3.261 -4.271 2.505
C -3.406 -3.017 3.374
S -3.665 -1.485 2.411
C -3.254 -0.241 3.612
S -1.960 -0.334 4.582
N -4.137 0.894 3.652
C -5.503 0.522 4.040
C -5.592 0.246 5.541
C -4.073 1.714 2.429
C -2.746 2.501 2.351
H 6.755 -1.210 7.044
H 7.630 -2.029 5.738
H 7.677 -2.683 7.376
H 5.230 -3.155 7.294
H 6.074 -4.037 6.033
H 4.367 -1.522 5.724
H 4.035 -3.129 5.110
H 6.171 -1.202 4.111
H 6.188 -2.912 3.696
H 3.914 -2.729 2.718
H 3.818 -1.042 3.151
H 5.729 -2.395 1.182
H 4.441 -1.282 0.766
H 7.145 -0.724 2.060
H 6.497 -0.052 0.589
H 5.203 0.602 3.274
H 6.588 1.483 2.657
H 4.244 1.187 0.773
H 5.458 2.449 0.904
H 3.386 3.403 1.743
H 4.466 3.135 3.108
H 3.060 0.773 3.205
H 2.608 2.237 4.051
H 0.979 2.871 2.470
H 0.698 1.172 2.828
H 2.181 2.156 0.345
H 0.453 1.834 0.384
H 1.383 -0.080 -0.588
H 2.711 -0.194 0.554
H -0.208 -0.580 1.355
H 1.220 -1.087 2.270
H 1.832 -2.680 0.437
H 0.372 -2.209 -0.450
H 1.692 -5.944 0.919
H 0.100 -6.761 1.021
H 0.515 -5.780 -0.399
H 1.204 -4.917 4.008
H -2.574 -5.035 0.634
H -2.813 -3.299 0.575
H -2.730 -4.993 3.140
H -4.261 -4.701 2.332
H -2.536 -2.869 4.017
H -4.295 -3.104 4.006
H -5.853 -0.359 3.484
H -6.162 1.353 3.767
H -5.035 1.006 6.094
H -5.158 -0.727 5.791
H -6.636 0.247 5.869
H -4.198 1.092 1.528
H -4.925 2.396 2.484
H -2.187 2.298 3.268
H -2.145 2.185 1.495
H -2.918 3.580 2.296
C -3.785 -0.577 -2.378
C -2.290 -0.777 -2.396
O -1.628 -0.920 -1.390
N -1.668 -0.804 -3.622
C -2.248 -0.690 -4.946
H -4.112 -0.620 -1.343
H -4.049 0.393 -2.808
H -4.283 -1.372 -2.933
H -0.668 -0.923 -3.549
H -2.035 -1.575 -5.546
H -1.837 0.175 -5.473
H -3.326 -0.576 -4.870
C -3.462 6.135 -1.585
C -4.245 4.844 -1.635
O -4.206 4.104 -2.605
N -4.997 4.534 -0.549
C -5.173 5.299 0.672
H -2.918 6.236 -2.519
H -4.125 6.993 -1.462
H -2.753 6.127 -0.757
H -5.459 3.640 -0.620
H -4.843 4.714 1.532
H -6.226 5.547 0.814
H -4.600 6.220 0.634
C -10.880 4.537 0.899
C -9.372 4.444 0.830
O -8.687 4.310 1.828
N -8.795 4.523 -0.400
C -9.427 4.696 -1.690
H -11.169 4.458 1.943
H -11.234 5.487 0.498
H -11.348 3.729 0.336
H -7.791 4.437 -0.371
H -9.208 3.854 -2.348
H -9.080 5.610 -2.176
H -10.504 4.763 -1.569
C 4.787 0.928 6.235
C 5.321 2.313 5.950
O 4.596 3.212 5.562
N 6.661 2.513 6.100
C 7.665 1.554 6.503
H 3.718 0.935 6.044
H 5.258 0.190 5.582
H 4.967 0.637 7.271
H 6.955 3.449 5.872
H 8.177 1.876 7.412
H 8.411 1.414 5.717
H 7.202 0.592 6.698
C -3.222 -6.025 -2.690
C -2.966 -4.537 -2.776
O -3.552 -3.744 -2.060
N -2.041 -4.107 -3.672
C -1.240 -4.887 -4.589
H -3.975 -6.186 -1.925
H -3.579 -6.419 -3.643
H -2.313 -6.559 -2.411
H -1.921 -3.104 -3.670
H -0.176 -4.758 -4.378
H -1.429 -4.588 -5.622
H -1.475 -5.942 -4.483
C 8.802 -2.206 -1.209
C 9.137 -0.739 -1.360
O 8.930 0.057 -0.464
N 9.668 -0.333 -2.548
C 9.962 -1.134 -3.716
H 8.383 -2.348 -0.218
H 8.068 -2.520 -1.952
H 9.691 -2.829 -1.318
H 9.856 0.656 -2.586
H 11.024 -1.091 -3.966
H 9.391 -0.793 -4.581
H 9.701 -2.171 -3.529
C -0.254 4.380 -7.214
C -1.083 3.118 -7.124
O -1.113 2.303 -8.036
N -1.794 2.930 -5.991
C -1.897 3.766 -4.808
H 0.251 4.381 -8.176
H -0.882 5.267 -7.135
H 0.490 4.416 -6.417
H -2.323 2.072 -5.980
H -1.553 3.220 -3.928
H -2.929 4.062 -4.631
H -1.288 4.659 -4.917
C -1.547 -1.432 -9.261
C -2.491 -2.335 -8.503
O -2.164 -2.871 -7.456
N -3.738 -2.519 -9.013
C -4.301 -1.954 -10.220
H -0.610 -1.396 -8.716
H -1.364 -1.811 -10.268
H -1.944 -0.419 -9.336
H -4.318 -3.124 -8.452
H -5.176 -1.342 -9.994
H -4.599 -2.738 -10.918
H -3.567 -1.323 -10.710
```

Computed properties:
spin multiplicity = 1
E_HOMO = -3.95 eV
net charge = -1
Kohn-Sham gap = 5.67 eV

Record 8
# C22H22CaIN8O4S2Se

A structure of composition C22H22CaIN8O4S2Se at a distorted geometry (ωB97M-V/def2-TZVPD, OMol25).

Structure (XYZ):
```
61
C22H22CaIN8O4S2Se (ωB97M-V/def2-TZVPD)
Ca -0.579 -1.145 -1.066
C 3.612 2.184 -1.019
C 2.431 2.576 -0.192
N 2.462 3.814 0.289
C 1.476 4.227 1.097
C 0.385 3.456 1.537
C -0.575 4.143 2.455
O -0.806 3.406 3.668
C 0.282 2.133 1.054
C -0.781 1.317 1.572
N -1.246 0.186 1.069
C -2.367 -0.357 1.684
C -3.448 0.501 1.926
C -4.693 0.059 2.337
C -4.932 -1.311 2.515
C -3.863 -2.216 2.374
C -2.635 -1.741 1.954
I -1.253 -3.241 1.628
C 1.247 1.667 0.021
O 1.103 0.677 -0.735
H 4.358 2.964 -0.910
H 3.309 2.061 -2.079
H 4.021 1.225 -0.696
H 1.580 5.262 1.417
H -1.568 4.284 2.002
H -0.187 5.170 2.624
H -0.750 3.988 4.440
H -1.159 1.700 2.546
H -3.270 1.553 1.723
H -5.527 0.756 2.377
H -5.934 -1.677 2.751
H -3.957 -3.278 2.556
N 1.456 -0.956 2.989
C 2.029 -1.841 2.122
N 1.665 -1.919 0.873
C 2.473 -2.805 0.220
C 3.472 -3.355 1.006
S 3.387 -2.840 2.632
C 2.373 -3.045 -1.168
C 3.361 -3.647 -1.897
S 3.049 -3.712 -3.554
C 1.440 -2.987 -3.212
N 1.280 -2.620 -1.940
N 0.523 -2.952 -4.169
H 0.632 -0.516 2.616
H 1.568 -1.028 3.984
H 4.250 -4.050 0.679
H 4.287 -4.079 -1.479
H 0.739 -3.200 -5.115
H -0.462 -2.606 -3.892
O -3.130 -2.276 -1.527
C -2.783 -2.218 -2.728
O -1.589 -1.961 -3.161
H -3.561 -2.398 -3.511
Se -2.307 4.079 -2.275
C -1.849 2.359 -2.061
N -1.534 1.214 -1.951
N 0.764 1.057 -4.039
H 1.348 1.887 -4.089
H 0.059 1.169 -3.317
H 0.322 0.904 -4.952
```

Computed properties:
energy above the lowest of the compared OMol25 structures with the same formula, charge and spin = 0.000 eV
spin multiplicity = 1
E_HOMO = -4.27 eV
net charge = -1
Kohn-Sham gap = 6.22 eV

Among the records above, which one has the highest spin multiplicity?
C50H52AsGeO3P2Ti